Entry a
{
  "formula": "C3H8NO",
  "method": "ωB97M-V/def2-TZVPD",
  "charge": 1,
  "e_homo_ev": -13.7,
  "homo_lumo_gap_ev": 8.321,
  "lumo_energy_ev": -5.37,
  "elements": ["C", "N", "H", "H", "H", "H", "C", "C", "O", "H", "H", "H", "H"],
  "coordinates": [[1.64830, 1.05572, 1.33123], [1.26210, -0.15253, 1.53494], [2.33041, 1.58207, 1.98647], [1.28159, 1.42841, 0.38331], [0.31348, -0.34339, 1.06009], [1.60840, -0.62342, 2.36514], [-1.18814, -0.57445, -2.20012], [-1.03592, -0.76614, -0.90949], [-0.78629, 0.32725, -0.02520], [-1.57306, -1.35699, -2.84176], [-1.12201, 0.40246, -2.66753], [-0.87395, -1.75665, -0.52613], [-1.48000, 0.99211, -0.16467]],
  "lowdin_charge": [0.16, 0.18, 0.13, 0.11, 0.12, 0.15, 0.05, -0.21, -0.10, 0.08, 0.08, 0.11, 0.13]
}

=====

Entry b
{
  "formula": "C3H8NO",
  "method": "ωB97M-V/def2-TZVPD",
  "charge": 1,
  "smiles": "C[C@@H]([NH3+])C=O",
  "e_homo_ev": -15.4,
  "homo_lumo_gap_ev": 11.614,
  "lumo_energy_ev": -3.75,
  "elements": ["C", "C", "N", "C", "O", "H", "H", "H", "H", "H", "H", "H", "H"],
  "coordinates": [[0.10588, -1.29876, 1.01625], [0.41803, 0.10587, 0.51568], [1.27537, -0.04429, -0.69974], [-0.93760, 0.67696, 0.15256], [-1.22048, 0.86740, -0.99816], [-0.19054, -2.02742, 0.25423], [-0.74013, -1.34280, 1.72228], [0.96491, -1.78926, 1.50144], [0.87276, 0.81906, 1.20089], [2.24698, 0.25197, -0.64781], [0.71633, 0.45177, -1.43361], [1.23082, -1.00890, -1.02823], [-1.63679, 0.78233, 1.00306]],
  "lowdin_charge": [-0.04, -0.28, 0.23, -0.19, 0.11, 0.11, 0.11, 0.11, 0.17, 0.18, 0.17, 0.17, 0.16]
}

=====

Entry c
{
  "formula": "C3H8NO",
  "method": "ωB97M-V/def2-TZVPD",
  "charge": 1,
  "e_homo_ev": -13.6,
  "homo_lumo_gap_ev": 8.398,
  "lumo_energy_ev": -5.21,
  "elements": ["C", "N", "H", "H", "H", "H", "C", "C", "O", "H", "H", "H", "H"],
  "coordinates": [[-0.24300, 0.78973, 2.08349], [-1.18325, 0.38582, 1.32116], [-0.44176, 1.43901, 2.93046], [0.78638, 0.53237, 1.85214], [-0.90012, -0.35317, 0.62770], [-2.12593, 0.75073, 1.42188], [0.84864, 0.39997, -1.81648], [0.78692, -0.84180, -1.37459], [-0.30295, -1.24293, -0.60335], [1.67329, 0.83829, -2.35469], [-0.07002, 0.99121, -1.85505], [1.63870, -1.50921, -1.44959], [-0.46688, -2.18001, -0.78308]],
  "lowdin_charge": [0.16, 0.20, 0.12, 0.13, 0.09, 0.16, 0.03, -0.23, -0.07, 0.07, 0.08, 0.12, 0.13]
}

=====

Entry d
{
  "formula": "C3H8NO",
  "method": "ωB97M-V/def2-TZVPD",
  "charge": 1,
  "e_homo_ev": -13.7,
  "homo_lumo_gap_ev": 7.669,
  "lumo_energy_ev": -6.00,
  "elements": ["C", "N", "H", "H", "H", "H", "C", "C", "O", "H", "H", "H", "H"],
  "coordinates": [[1.79094, -0.23430, 1.56521], [0.93474, 0.68714, 1.29484], [2.54271, 0.13929, 2.25906], [1.87311, -1.20197, 1.06557], [-0.05237, 0.36977, 0.99244], [1.14951, 1.64311, 1.02597], [-1.48725, 0.57265, -1.77328], [-0.74783, -0.31569, -1.12895], [-1.04661, -0.62284, 0.21471], [-1.03959, 0.85885, -2.72028], [-2.52219, 0.75223, -1.50652], [-0.15017, -1.08581, -1.63430], [-1.24500, -1.56243, 0.34554]],
  "lowdin_charge": [0.17, 0.17, 0.12, 0.13, 0.10, 0.17, 0.06, -0.25, -0.09, 0.08, 0.09, 0.13, 0.13]
}

=====

Name the most stable of them. entry b.

=====

Entry a
{
  "formula": "C3H9N2S",
  "method": "ωB97M-V/def2-TZVPD",
  "charge": 1,
  "smiles": "S[C@H]1CNC[NH2+]1",
  "e_homo_ev": -14.2,
  "homo_lumo_gap_ev": 10.811,
  "lumo_energy_ev": -3.38,
  "elements": ["S", "C", "C", "N", "C", "N", "H", "H", "H", "H", "H", "H", "H", "H", "H"],
  "coordinates": [[2.44370, 0.03852, -0.42319], [0.80775, 0.20347, 0.52601], [-0.14326, 1.40421, 0.27812], [-1.27309, 0.78310, -0.39482], [-0.78607, -0.36870, -0.99244], [-0.00336, -0.97699, 0.26527], [1.77942, -0.13070, -1.46784], [1.19731, 0.23537, 1.56509], [-0.37194, 1.98006, 1.13846], [0.29163, 2.05710, -0.42067], [-2.21217, 0.53716, 0.02054], [-1.54082, -1.11521, -1.28683], [0.02830, -0.15515, -1.68436], [-0.67278, -1.19731, 0.92491], [0.74403, -1.76017, 0.21142]],
  "lowdin_charge": [0.87, -0.55, -0.13, -0.03, -0.12, 0.05, -0.21, 0.12, 0.13, 0.11, 0.17, 0.16, 0.10, 0.14, 0.20]
}

=====

Entry b
{
  "formula": "C3H9N2S",
  "method": "ωB97M-V/def2-TZVPD",
  "charge": 1,
  "e_homo_ev": -13.7,
  "homo_lumo_gap_ev": 9.860,
  "lumo_energy_ev": -3.83,
  "elements": ["C", "C", "C", "N", "N", "S", "H", "H", "H", "H", "H", "H", "H", "H", "H"],
  "coordinates": [[0.00174, 0.14009, -0.08271], [-2.37425, -0.60307, -1.39628], [1.61063, -0.57951, 0.42718], [-0.25895, 1.40804, 0.24493], [2.06426, 0.15509, 1.50324], [-0.66994, -1.10432, -0.86334], [-2.08341, -0.07948, -2.27214], [-3.10871, -0.23072, -0.77939], [-2.77886, -1.50437, -1.81718], [2.26290, -0.51119, -0.47894], [1.36097, -1.64483, 0.61675], [-1.08438, 1.93787, -0.04152], [1.67538, 0.03343, 2.42642], [0.47447, 1.75966, 0.99430], [2.90816, 0.82330, 1.51868]],
  "lowdin_charge": [-0.59, -0.26, -0.22, 0.13, -0.02, 1.07, 0.03, 0.03, 0.04, 0.13, 0.10, 0.14, 0.10, 0.17, 0.15]
}

=====

Name the most stable of them. entry b.

=====

Entry a
{
  "formula": "Cl2O3PS",
  "method": "ωB97M-V/def2-TZVPD",
  "charge": -1,
  "smiles": "O=S1([O-])(Cl)OP1Cl",
  "e_homo_ev": -4.6,
  "homo_lumo_gap_ev": 8.125,
  "lumo_energy_ev": 3.53,
  "elements": ["O", "S", "O", "Cl", "O", "P", "Cl"],
  "coordinates": [[-0.68879, 0.00089, -1.53447], [-0.62838, 0.25796, -0.13540], [-1.67796, 0.76493, 0.68076], [0.65469, 2.06969, -0.10680], [-0.55062, -1.37732, 0.51001], [0.81979, -0.54446, 1.05785], [2.07127, -1.17169, -0.47196]],
  "lowdin_charge": [-0.40, 0.00, -0.42, -0.02, -0.65, 0.38, 0.12]
}

=====

Entry b
{
  "formula": "Cl2O3PS",
  "method": "ωB97M-V/def2-TZVPD",
  "charge": -1,
  "e_homo_ev": [-3.4, -5.2],
  "homo_lumo_gap_ev": [5.135, 8.206],
  "lumo_energy_ev": [1.73, 2.97],
  "elements": ["O", "O", "O", "P", "S", "Cl", "Cl"],
  "coordinates": [[-1.24072, -1.98533, -0.95081], [-1.94739, 0.28136, -1.25332], [0.24368, -0.51163, -2.22081], [1.23592, 0.15371, 1.80526], [-0.79483, -0.62374, -1.20209], [1.60974, 1.56607, 0.29178], [0.89360, 1.11957, 3.52999]],
  "lowdin_charge": [-0.45, -0.45, -0.45, 0.01, 0.38, -0.03, -0.02]
}

=====

Name the most stable of them. entry a.

=====

Entry a
{
  "formula": "C5H11N3OS",
  "method": "ωB97M-V/def2-TZVPD",
  "smiles": "CC(C)N=C(N)N.O=C=S",
  "e_homo_ev": -9.0,
  "homo_lumo_gap_ev": 9.701,
  "lumo_energy_ev": 0.67,
  "elements": ["C", "C", "C", "N", "C", "N", "N", "H", "H", "H", "H", "H", "H", "H", "H", "H", "H", "H", "O", "C", "S"],
  "coordinates": [[0.58940, 1.22386, 1.74247], [0.21588, -0.10040, 0.98792], [1.39396, -1.02362, 0.96775], [-0.29085, 0.17021, -0.37855], [-1.26265, -0.50974, -0.87255], [-1.53037, -0.02186, -2.17083], [-2.08429, -1.44918, -0.20290], [1.48598, 1.71014, 1.31879], [-0.16226, 1.89223, 1.87123], [0.74309, 0.92309, 2.79748], [-0.55406, -0.61347, 1.67688], [1.71496, -1.26836, 1.96547], [2.14523, -0.34470, 0.52349], [1.17915, -1.93088, 0.45734], [-0.83396, 0.69152, -2.37781], [-1.69559, -0.84487, -2.74897], [-2.91605, -1.59321, -0.69975], [-2.25175, -1.17049, 0.76968], [0.97598, 2.44823, -1.23781], [1.19674, 1.36504, -1.66769], [1.94147, 0.44645, -2.72165]],
  "lowdin_charge": [-0.05, -0.44, -0.07, 0.04, -0.46, 0.11, 0.14, 0.08, 0.03, 0.08, 0.13, 0.08, 0.08, 0.07, 0.05, 0.10, 0.06, 0.10, 0.05, -0.89, 0.72]
}

=====

Entry b
{
  "formula": "C5H11N3OS",
  "method": "ωB97M-V/def2-TZVPD",
  "e_homo_ev": [-8.0, -8.0],
  "homo_lumo_gap_ev": [7.757, 7.753],
  "lumo_energy_ev": [-0.29, -0.29],
  "elements": ["C", "C", "C", "C", "C", "N", "N", "N", "O", "S", "H", "H", "H", "H", "H", "H", "H", "H", "H", "H", "H"],
  "coordinates": [[3.46726, -0.29786, -0.62403], [-3.10963, -0.23233, 0.32665], [-0.96564, -0.94520, -0.32317], [1.55758, 1.88776, 0.15331], [-2.44406, -1.19705, -0.57010], [-2.42710, 0.73143, 0.77040], [-0.08658, -0.55941, -1.08227], [1.51698, 0.59586, 0.81896], [1.69616, -1.84722, 0.79619], [1.90482, -0.69570, -0.04808], [3.92098, -1.12703, -1.07026], [3.25793, 0.39385, -1.39520], [-4.09950, -0.46393, 0.59250], [-0.76341, -1.31235, 0.68726], [2.63367, 2.26144, 0.01775], [0.97321, 1.94072, -0.78180], [0.84022, 2.52359, 0.86364], [-2.99704, -1.13357, -1.56773], [-2.58252, -2.34901, -0.36820], [-3.00695, 1.38585, 1.49189], [0.71363, 0.44020, 1.31227]],
  "lowdin_charge": [-0.18, -0.29, -0.40, -0.15, -0.17, 0.08, 0.04, -0.28, -0.37, 0.80, -0.01, -0.01, 0.09, 0.10, 0.10, 0.07, 0.13, 0.14, 0.15, 0.12, 0.04]
}

=====

Name the most stable of them. entry a.

=====

Entry a
{
  "formula": "C4H10N2",
  "method": "ωB97M-V/def2-TZVPD",
  "smiles": "CC(C)=N.C=N",
  "e_homo_ev": -9.6,
  "homo_lumo_gap_ev": 10.712,
  "lumo_energy_ev": 1.09,
  "elements": ["C", "C", "C", "N", "H", "H", "H", "H", "H", "H", "H", "C", "N", "H", "H", "H"],
  "coordinates": [[0.37292, 0.84171, -1.95746], [0.31511, -0.16118, -0.84893], [-0.95256, -0.96005, -0.72371], [1.36012, -0.34205, -0.14449], [-0.39632, 1.59950, -1.81473], [0.18351, 0.35014, -2.91141], [1.35203, 1.31136, -1.98915], [-0.80771, -1.94392, -1.17195], [-1.78491, -0.46848, -1.22105], [-1.19069, -1.10621, 0.33120], [1.30265, -1.13248, 0.49489], [0.09800, 0.73525, 2.18817], [-0.48883, -0.32095, 2.54040], [-0.36832, 1.31503, 1.38165], [0.96768, 1.19764, 2.66349], [0.03732, -0.91533, 3.18308]],
  "lowdin_charge": [-0.06, -0.51, -0.05, 0.11, 0.08, 0.08, 0.07, 0.08, 0.07, 0.05, 0.05, -0.16, 0.01, 0.06, 0.07, 0.05]
}

=====

Entry b
{
  "formula": "C4H10N2",
  "method": "ωB97M-V/def2-TZVPD",
  "smiles": "[H]/N=C/N.C=CC",
  "e_homo_ev": -9.1,
  "homo_lumo_gap_ev": 10.096,
  "lumo_energy_ev": 0.97,
  "elements": ["H", "N", "C", "N", "H", "H", "H", "C", "C", "C", "H", "H", "H", "H", "H", "H"],
  "coordinates": [[0.60823, -1.41610, 1.48538], [1.25105, -2.09251, 1.08490], [1.58606, -1.60558, -0.05364], [2.64528, -2.11377, -0.74074], [1.04518, -0.79694, -0.51983], [3.16373, -2.73800, -0.14076], [2.85024, -1.93550, -1.69630], [-2.01168, 0.81925, -0.72647], [-2.14605, 2.09927, -0.37772], [-1.49390, 2.75790, 0.82463], [-2.79880, 0.32072, -1.27905], [-1.09378, 0.25541, -0.58776], [-2.59364, 2.86550, -1.00922], [-1.14179, 3.75653, 0.53778], [-0.61335, 2.19659, 1.16550], [-2.16242, 2.84059, 1.67618]],
  "lowdin_charge": [0.02, 0.05, -0.40, 0.07, 0.09, 0.09, 0.08, -0.02, -0.24, -0.12, 0.05, 0.03, 0.09, 0.07, 0.07, 0.07]
}

=====

Entry c
{
  "formula": "C4H10N2",
  "method": "ωB97M-V/def2-TZVPD",
  "e_homo_ev": [-7.5, -7.5],
  "homo_lumo_gap_ev": [8.152, 8.153],
  "lumo_energy_ev": [0.61, 0.61],
  "elements": ["C", "C", "C", "C", "N", "N", "H", "H", "H", "H", "H", "H", "H", "H", "H", "H"],
  "coordinates": [[0.35917, -0.21484, 0.01021], [-0.97547, -0.51602, 0.56494], [1.31431, -1.33638, -0.28954], [0.88379, 1.16481, 0.24847], [-1.65381, 0.04493, -0.71591], [-2.14923, 1.22178, -0.72781], [-0.61677, -0.06681, -1.27232], [-2.38076, 1.50830, 0.23089], [-1.22228, -1.57078, 0.66809], [-1.30976, 0.04633, 1.43654], [1.85028, -1.65799, 0.61580], [0.11962, 1.91529, -0.01628], [1.14060, 1.34620, 1.30014], [0.79748, -2.21532, -0.68323], [2.06926, -1.03255, -1.01814], [1.77357, 1.36308, -0.35185]],
  "lowdin_charge": [-0.41, -0.15, -0.08, -0.09, -0.15, 0.01, 0.16, 0.04, 0.11, 0.11, 0.08, 0.07, 0.08, 0.08, 0.07, 0.08]
}

=====

Name the most stable of them. entry a.

=====

Entry a
{
  "formula": "C4H10N2",
  "method": "ωB97M-V/def2-TZVPD",
  "smiles": "C=NC.C=NC",
  "e_homo_ev": -9.4,
  "homo_lumo_gap_ev": 10.479,
  "lumo_energy_ev": 1.05,
  "elements": ["C", "N", "C", "H", "H", "H", "H", "H", "C", "N", "C", "H", "H", "H", "H", "H"],
  "coordinates": [[0.43200, -0.83151, -1.99522], [1.18969, -1.59926, -1.34361], [0.57120, -2.33192, -0.24090], [0.91805, 0.05289, -2.40480], [-0.65783, -0.72013, -1.94168], [1.28879, -2.99284, 0.23492], [-0.30848, -2.91393, -0.54605], [0.19002, -1.60610, 0.47565], [-0.74190, 2.38492, -0.01024], [-1.12350, 1.35102, 0.59197], [-0.27831, 0.91863, 1.71471], [-1.32887, 2.77319, -0.84149], [0.08289, 3.05664, 0.25931], [-0.73102, 0.02387, 2.13619], [-0.24948, 1.62971, 2.54708], [0.74677, 0.80481, 1.36417]],
  "lowdin_charge": [-0.11, -0.08, -0.14, 0.06, 0.07, 0.06, 0.08, 0.05, -0.10, -0.08, -0.15, 0.06, 0.08, 0.06, 0.07, 0.07]
}

=====

Entry b
{
  "formula": "C4H10N2",
  "method": "ωB97M-V/def2-TZVPD",
  "smiles": "C=NC.C=NC",
  "e_homo_ev": -8.9,
  "homo_lumo_gap_ev": 9.861,
  "lumo_energy_ev": 0.97,
  "elements": ["C", "N", "C", "H", "H", "H", "H", "H", "C", "N", "C", "H", "H", "H", "H", "H"],
  "coordinates": [[0.52650, -2.60551, -2.15651], [0.88947, -1.42561, -1.90716], [1.67637, -0.98089, -0.80089], [0.17119, -2.88439, -3.17959], [0.08993, -3.26821, -1.38927], [0.99203, -0.43321, -0.10856], [1.94478, -2.00205, -0.24733], [2.46094, -0.34943, -1.19919], [-1.18990, 0.38602, 1.29736], [-1.66255, 1.46344, 0.80630], [-1.02865, 2.72945, 1.36766], [-1.30722, -0.58840, 0.84967], [-0.46498, 0.46260, 2.11245], [-1.39566, 3.61944, 0.73771], [-1.67833, 2.94026, 2.20375], [-0.02393, 2.93649, 1.61361]],
  "lowdin_charge": [-0.10, -0.13, -0.15, 0.07, 0.07, 0.05, 0.11, 0.07, -0.11, -0.06, -0.14, 0.05, 0.07, 0.09, 0.06, 0.05]
}

=====

Entry c
{
  "formula": "C4H10N2",
  "method": "ωB97M-V/def2-TZVPD",
  "smiles": "C=CN.C=CN",
  "e_homo_ev": -8.3,
  "homo_lumo_gap_ev": 9.186,
  "lumo_energy_ev": 0.87,
  "elements": ["C", "C", "N", "H", "H", "H", "H", "H", "C", "C", "N", "H", "H", "H", "H", "H"],
  "coordinates": [[0.87516, 2.14893, -2.82450], [-0.29283, 2.15263, -2.17950], [-1.07888, 3.23044, -1.78450], [1.46827, 3.05335, -2.86279], [1.24183, 1.25959, -3.30254], [-0.71994, 1.17616, -1.94868], [-0.60498, 4.10241, -1.59267], [-1.67136, 2.98514, -1.00479], [-0.80722, -3.21828, 1.88059], [-0.13543, -2.08676, 2.06996], [1.27088, -2.06892, 2.15664], [-0.30414, -4.17352, 1.97433], [-1.87655, -3.29883, 2.01047], [-0.63823, -1.15614, 2.27747], [1.65964, -2.89886, 2.58185], [1.61378, -1.20736, 2.54866]],
  "lowdin_charge": [-0.04, -0.32, 0.03, 0.04, 0.03, 0.10, 0.08, 0.07, -0.04, -0.30, 0.02, 0.04, 0.04, 0.09, 0.08, 0.07]
}

=====

Name the most stable of them. entry c.